Density functional theory data (ωB97M-V/def2-TZVPD) for a molecular structure, C37H69Ge2N4O3Si2TeV.

Atoms and positions in Å:
1 V -3.10 0.22 0.53
2 C 3.20 0.59 -2.15
3 C 2.25 -0.03 -1.11
4 Ge 3.21 -0.49 0.53
5 C 2.48 0.54 2.11
6 C 2.70 -0.06 3.54
7 C 5.18 -0.67 0.25
8 C 5.48 -1.95 0.24
9 Ge 3.70 -2.89 0.62
10 C 3.91 -3.85 2.30
11 C 5.17 -3.64 3.09
12 C 3.01 -4.09 -0.67
13 C 3.50 -5.48 -0.78
14 C 6.79 -2.63 0.23
15 C 7.01 -3.88 -0.42
16 C 8.18 -4.62 -0.23
17 C 9.27 -4.04 0.38
18 C 9.15 -2.71 0.84
19 C 7.94 -2.03 0.76
20 H 2.77 1.11 -2.98
21 H 3.87 -0.15 -2.57
22 H 3.90 1.30 -1.70
23 H 1.92 -1.04 -1.50
24 H 1.38 0.61 -0.85
25 H 1.45 0.76 1.83
26 H 3.08 1.49 2.09
27 H 2.33 -1.10 3.62
28 H 2.30 0.57 4.32
29 H 3.80 -0.11 3.67
30 H 5.79 0.22 0.04
31 H 3.67 -4.88 2.06
32 H 3.08 -3.48 2.91
33 H 5.83 -4.48 2.97
34 H 4.98 -3.43 4.15
35 H 5.78 -2.83 2.71
36 H 3.13 -3.56 -1.59
37 H 1.99 -4.05 -0.33
38 H 4.10 -5.66 -1.66
39 H 2.64 -6.11 -0.91
40 H 3.94 -5.89 0.11
41 H 6.25 -4.20 -1.17
42 H 8.32 -5.63 -0.62
43 H 10.27 -4.51 0.43
44 H 10.03 -2.23 1.25
45 H 7.93 -1.04 1.14
46 O -1.21 0.59 0.81
47 O -0.72 1.99 0.44
48 C -3.83 1.84 -0.20
49 H -3.76 1.56 -1.26
50 H -4.82 2.16 0.09
51 N -2.74 -0.84 -1.17
52 C -2.40 -1.45 -2.11
53 N -1.73 -1.91 -3.18
54 C -2.06 -3.06 -4.02
55 C -1.83 -2.77 -5.51
56 C -0.39 -2.26 -5.82
57 C -0.06 -1.13 -4.79
58 C -0.27 -1.58 -3.34
59 H -3.15 -3.25 -3.84
60 H -1.53 -3.97 -3.69
61 H -2.49 -1.99 -5.92
62 H -1.97 -3.65 -6.10
63 H -0.36 -1.91 -6.85
64 H 0.33 -3.06 -5.73
65 H -0.68 -0.24 -4.96
66 H 0.96 -0.82 -4.96
67 H -0.03 -0.76 -2.64
68 H 0.40 -2.41 -3.08
69 C -5.00 -0.29 2.48
70 C -4.92 -0.26 1.02
71 O -5.48 -0.78 0.07
72 H -5.89 0.27 2.77
73 H -4.16 0.14 3.02
74 H -5.14 -1.30 2.86
75 C -2.75 4.67 -3.52
76 Si -4.20 5.24 -2.53
77 C -5.68 4.07 -2.57
78 C -4.75 7.00 -3.03
79 C -3.73 5.10 -0.62
80 Te -2.43 3.32 0.16
81 C -3.11 3.57 2.40
82 Si -2.80 4.92 3.57
83 C -0.96 5.44 3.49
84 C -4.10 6.41 3.26
85 C -3.33 4.22 5.26
86 H -2.28 3.83 -2.91
87 H -2.13 5.48 -3.88
88 H -3.15 4.17 -4.46
89 H -5.95 3.66 -1.55
90 H -5.32 3.13 -3.10
91 H -6.65 4.40 -2.96
92 H -4.34 7.26 -4.03
93 H -4.39 7.71 -2.27
94 H -5.86 7.05 -3.08
95 H -4.69 5.08 -0.01
96 H -3.20 6.03 -0.33
97 H -2.66 2.65 2.82
98 H -4.17 3.33 2.30
99 H -0.76 6.50 3.20
100 H -0.42 4.77 2.79
101 H -0.37 5.29 4.46
102 H -4.13 6.76 2.18
103 H -3.93 7.33 3.84
104 H -5.09 6.05 3.49
105 H -3.14 3.16 5.22
106 H -4.43 4.24 5.44
107 H -2.74 4.67 6.12
108 C -2.73 -3.68 0.13
109 C -2.00 -2.85 1.12
110 N -2.33 -1.69 1.72
111 C -1.52 -1.55 2.89
112 C -0.70 -2.64 2.92
113 N -0.93 -3.40 1.76
114 H -2.77 -4.70 0.57
115 H -2.10 -3.75 -0.80
116 H -3.74 -3.29 -0.10
117 H -1.74 -0.72 3.58
118 H -0.02 -2.87 3.75
119 H -0.42 -4.25 1.46

Computed properties:
Lowest unoccupied orbital energy (alpha / beta) in hartree: 0.074 / 0.074
ΔE to the lowest compared entry with this formula, charge and spin in kJ/mol: 124.8
Spin multiplicity: 4
Net charge: -1
HOMO level (alpha / beta) in Ha: -0.0506 / -0.0957